Here is C44H41FN7O3PPb as an isolated structure in a non-equilibrium geometry from OMol25. Energies are from wB97M-V/def2-TZVPD.

Geometry as XYZ:
```
98
Properties=species:S:1:pos:R:3:forces:R:3:mulliken_charge:R:1
Pb 1.55254 1.51128 1.55614 0.38 0.52 -0.03 1.19
C 5.86156 1.19692 3.34322 -0.14 0.09 0.10 -1.01
C 5.76199 1.72590 4.62157 -0.18 0.02 -0.18 -0.58
C 4.54599 2.24544 5.03640 -0.13 -0.02 -0.26 -1.00
C 3.45897 2.22915 4.16296 0.52 -0.13 0.20 1.18
N 3.55489 1.66727 2.94895 -0.07 0.12 0.18 0.08
C 4.72690 1.18206 2.55273 0.39 -0.14 -0.03 -0.08
C 2.16263 2.82101 4.52932 -0.49 0.63 0.56 0.38
C 2.05041 3.79134 5.52713 -0.01 -0.25 -0.27 -1.00
C 0.79612 4.28562 5.84473 -0.10 -0.02 -0.01 -0.67
C -0.32128 3.80094 5.17808 0.20 -0.14 -0.04 -1.15
C -0.12249 2.87107 4.16857 -0.28 0.46 0.40 -0.33
N 1.08048 2.42168 3.85006 0.50 -0.36 -0.34 0.40
H 6.79289 0.81075 2.96403 0.09 -0.07 -0.05 0.50
H 6.61624 1.74872 5.27932 0.09 -0.02 0.08 0.50
H 4.44608 2.64673 6.03051 -0.05 0.08 0.10 0.42
H 4.75598 0.77585 1.55459 0.06 -0.11 -0.13 0.47
H 2.92595 4.18526 6.01860 0.05 -0.03 0.06 0.50
H 0.69704 5.04931 6.60349 -0.03 0.00 0.03 0.49
H -1.31348 4.14305 5.41985 -0.11 0.06 0.02 0.50
H -0.94859 2.47758 3.59032 -0.06 0.01 0.00 0.65
N 2.50279 -1.74048 2.28129 0.23 -0.13 0.33 0.24
P 1.36330 -0.74957 3.06115 -0.31 -0.94 -0.04 1.33
C -0.12217 -1.81728 3.02390 0.61 0.54 0.49 0.43
C -0.93753 -1.79321 1.90062 -0.09 -0.07 0.01 -0.26
C -1.98508 -2.69455 1.80171 0.09 0.05 0.02 -0.73
C -2.20958 -3.60776 2.82203 -0.12 0.00 -0.12 -0.66
C -1.39127 -3.62124 3.93746 0.06 -0.16 0.31 -0.74
C -0.34008 -2.72797 4.05413 -0.20 0.00 -0.32 -0.74
C 1.95279 -0.73069 4.76268 -0.10 0.19 0.06 0.27
C 3.24443 -1.12911 5.11376 -0.30 0.01 -0.27 -0.68
C 3.63227 -1.09086 6.43991 -0.08 0.13 0.30 -0.81
C 2.74944 -0.64172 7.41668 0.03 -0.04 -0.26 -0.59
C 1.46610 -0.23391 7.06660 0.14 0.03 0.14 -0.90
C 1.06815 -0.27057 5.74584 0.17 -0.10 -0.35 -0.46
C 2.94574 -1.57588 0.99359 0.29 -0.08 -0.37 0.32
C 3.55662 -2.63711 0.31049 -0.06 0.07 -0.13 -1.00
C 4.00824 -2.42865 -0.97460 -0.14 0.09 0.30 -0.51
C 3.84981 -1.16994 -1.55296 -0.07 0.32 -0.07 -0.88
C 3.24264 -0.17781 -0.81197 0.29 -0.42 -0.35 -0.68
N 2.80143 -0.37491 0.43194 -0.06 -0.10 0.35 0.48
H 2.69262 -2.64809 2.69507 -0.11 0.10 -0.12 0.39
H -0.74589 -1.07359 1.11857 -0.02 0.04 -0.10 0.44
H -2.62884 -2.68393 0.93555 -0.08 -0.02 -0.09 0.45
H -3.02741 -4.31012 2.74599 -0.03 -0.03 0.02 0.42
H -1.56315 -4.33249 4.73176 -0.07 -0.08 0.02 0.46
H 0.29999 -2.74906 4.92264 0.02 -0.01 0.09 0.44
H 3.93357 -1.47873 4.35758 0.07 0.01 -0.01 0.45
H 4.62276 -1.41351 6.71939 0.11 -0.05 0.03 0.48
H 3.05968 -0.61725 8.44882 0.02 -0.01 0.13 0.47
H 0.78292 0.10190 7.83056 -0.09 0.04 0.07 0.49
H 0.07049 0.03213 5.45721 -0.13 0.03 0.10 0.59
H 3.64576 -3.59620 0.79507 0.07 -0.13 0.02 0.55
H 4.48010 -3.22711 -1.52688 0.05 -0.08 0.00 0.48
H 4.21318 -0.96328 -2.54727 0.04 0.03 -0.06 0.55
H 3.11793 0.82075 -1.20512 -0.03 0.14 -0.10 0.50
F 0.45355 -1.34625 -5.19608 -0.69 0.43 0.12 -0.29
C -0.52807 -0.64437 -4.60551 1.45 -0.70 0.42 0.42
C -0.32612 -0.30624 -3.29701 -0.21 0.21 0.02 -0.70
C -1.27152 0.44229 -2.58565 0.82 -0.86 -0.89 0.76
C -0.96550 0.81122 -1.19953 0.80 -0.21 0.97 0.76
O 0.08522 0.47699 -0.64993 -0.76 0.06 -1.25 -0.35
C -2.04352 1.54988 -0.62807 -0.63 1.05 0.96 -0.37
C -3.19338 1.86206 -1.29367 0.54 0.15 0.72 -0.11
N -3.44715 1.47112 -2.54583 0.00 -0.37 -0.26 0.11
C -4.70855 1.82778 -3.15016 -0.48 0.30 -0.37 -0.37
C -5.70543 0.75517 -3.50216 0.02 -0.06 0.00 -0.46
C -5.96452 1.66822 -2.34807 0.01 -0.05 -0.04 -1.00
C -2.47402 0.78257 -3.23784 -0.49 -0.08 -1.00 -0.33
C -2.65450 0.42859 -4.57594 -0.62 0.61 0.58 -1.04
C -1.69787 -0.26816 -5.32670 -0.39 -0.09 -0.72 -0.01
N -1.87901 -0.56555 -6.64622 0.54 0.38 0.97 0.22
C -2.91639 0.00331 -7.47546 -0.74 0.19 -0.24 -0.61
C -3.75527 -1.11438 -8.10363 -0.44 0.63 0.43 -0.69
N -2.86528 -2.13980 -8.73993 -0.09 -0.47 -0.23 -0.01
C -1.45030 -1.69022 -8.80790 0.74 0.26 0.00 -1.15
C -0.93213 -1.37655 -7.40556 0.45 -0.60 -0.33 -0.52
C -1.83591 2.05588 0.87376 2.00 -3.03 -0.25 0.16
O -2.52734 3.01348 1.09721 -1.61 2.12 0.04 -0.37
O -1.01448 1.38729 1.49910 -0.91 0.48 0.10 -0.25
H 0.58423 -0.60685 -2.80286 0.17 -0.04 0.05 0.78
H -3.95562 2.45445 -0.80562 -0.05 -0.03 -0.10 0.86
H -4.62729 2.69343 -3.79801 -0.02 0.00 0.00 0.48
H -5.45100 -0.26879 -3.27750 0.07 -0.11 0.13 0.26
H -6.29384 0.87839 -4.39838 -0.01 0.10 -0.08 0.33
H -5.89503 1.24497 -1.35932 0.07 -0.12 0.12 0.36
H -6.72400 2.42581 -2.43988 -0.03 0.15 -0.09 0.28
H -3.58549 0.71927 -5.02841 -0.09 0.02 -0.02 0.67
H -2.46393 0.62860 -8.25304 0.07 -0.04 0.18 0.32
H -3.57832 0.65221 -6.90967 0.03 -0.06 -0.07 0.34
H -4.42726 -0.68009 -8.84586 0.12 -0.16 -0.04 0.43
H -4.36230 -1.59998 -7.33704 0.07 -0.08 -0.18 0.38
H -3.19690 -2.36344 -9.68543 -0.02 -0.06 0.09 0.39
H -2.90771 -3.01491 -8.20374 -0.07 0.06 -0.21 0.40
H -1.37939 -0.82580 -9.47103 -0.17 -0.16 0.00 0.43
H -0.83313 -2.48372 -9.23570 -0.15 0.05 0.01 0.46
H 0.03050 -0.86091 -7.51385 -0.15 -0.09 0.05 0.46
H -0.74865 -2.31205 -6.86763 0.01 0.15 -0.05 0.54
```
Positions in Å, forces in eV/Å.

Output
Total charge: +4
Frontier orbital gap (spin up / spin down) (eV): 2.9 / 3.9
Highest occupied orbital energy (spin up / spin down) (hartree): -0.6118 / -0.6118
ΔE to the lowest compared entry with this formula, charge and spin (eV): 5.3604
LUMO energy (spin up / spin down) (Ha): -0.5040 / -0.4683
E (Ha): -2943.04849